# 1
DFT (ωB97M-V with the def2-TZVPD basis set) results for 14 unconnected molecules or ions with the total composition C4H36O14S2 at a distorted geometry.

XYZ file:
```
56
Properties=species:S:1:pos:R:3:nbo_charge:R:1
C 1.334 -0.917 -3.087 -0.440
C 1.075 0.541 -2.731 -0.084
O 1.343 0.660 -1.341 -0.809
C 0.721 -2.041 -2.122 -0.511
S -0.950 -2.295 -2.835 0.026
S -2.256 -3.637 -1.862 0.089
C -3.464 -2.356 -1.333 -0.758
H 0.930 -1.034 -4.130 0.229
H 2.380 -1.168 -3.031 0.223
H 1.809 1.208 -3.200 0.181
H 0.100 1.002 -2.781 0.208
H 2.309 0.567 -1.126 0.508
H 0.731 -1.671 -1.144 0.214
H 1.165 -3.048 -2.260 0.228
H -4.158 -2.828 -0.628 0.215
H -3.121 -1.491 -0.686 0.251
H -3.956 -2.005 -2.206 0.210
H 0.351 -1.867 2.483 0.512
H -0.259 -2.154 3.719 0.503
O -0.374 -2.446 2.802 -0.954
H -1.622 -1.927 2.169 0.528
H -3.214 -2.141 1.780 0.477
O -2.636 -1.476 2.129 -1.046
H 4.282 1.941 1.813 0.486
H 4.705 0.467 1.984 0.475
O 4.898 1.282 1.522 -0.961
H 1.070 -0.318 0.991 0.498
H 1.636 0.313 2.432 0.528
O 1.401 -0.467 1.877 -1.009
H 3.024 2.545 -1.471 0.463
H 3.420 3.673 -2.383 0.471
O 3.460 3.415 -1.469 -0.933
H -1.633 -0.450 4.989 0.513
H -0.464 -1.358 5.525 0.465
O -0.659 -0.728 4.822 -0.990
H 2.319 2.969 2.761 0.466
H 1.168 2.870 1.727 0.522
O 1.958 2.409 2.090 -1.000
H -4.134 0.862 0.716 0.489
H -2.864 -0.007 1.062 0.512
O -3.260 0.526 0.367 -0.996
H 4.930 -0.043 -1.550 0.486
H 4.635 1.359 -0.971 0.509
O 4.320 0.689 -1.574 -0.982
H -3.538 0.315 4.627 0.475
H -3.309 -0.981 3.609 0.521
O -3.402 -0.605 4.535 -1.004
H -3.692 -0.569 -4.499 0.465
H -2.637 0.062 -3.551 0.480
O -2.949 0.010 -4.472 -0.943
H -1.976 1.328 -0.657 0.507
H -0.770 0.825 -1.382 0.469
O -1.267 1.636 -1.268 -0.967
H 1.012 2.857 -0.693 0.478
H -0.309 2.519 -0.106 0.491
O 0.388 3.181 0.016 -0.983
```

As for the HOMO energy: -8.74 eV. The calculation puts the relative energy (zero: lowest compared OMol25 entry of this formula, charge and spin) at 0.0 kJ/mol. The charge is 0. The HOMO-LUMO gap is 8.89 eV. The total energy comes out at -2023.6955 a.u. For the lowest unoccupied orbital energy, the calculation gives 0.15 eV. The calculation puts the molecular weight at 372.45 g mol⁻¹.


# 2
DFT (ωB97M-V with the def2-TZVPD basis set) results for 14 unconnected molecules or ions with the total composition C4H37N2O14 at a distorted geometry.

XYZ file:
```
57
Properties=species:S:1:pos:R:3:nbo_charge:R:1
N 0.033 -1.198 0.905 -0.727
C 1.296 -0.405 0.459 -0.299
C 1.260 -0.077 -0.992 0.705
N 2.176 0.810 -1.549 -0.456
C 2.816 1.850 -0.776 -0.426
C 1.832 1.123 -2.921 -0.435
O 0.625 -0.908 -1.591 -0.672
H -0.444 -1.675 0.164 0.456
H -0.630 -0.671 1.457 0.465
H 0.291 -1.945 1.615 0.482
H 2.234 -1.012 0.592 0.228
H 1.364 0.487 1.046 0.248
H 3.664 2.291 -1.342 0.217
H 2.106 2.720 -0.650 0.205
H 3.135 1.561 0.238 0.217
H 1.457 0.239 -3.474 0.241
H 1.237 2.025 -3.003 0.229
H 2.768 1.476 -3.602 0.186
H 1.245 1.581 3.973 0.479
H 1.837 2.288 2.656 0.496
O 1.702 1.464 3.122 -0.996
H -1.496 -2.433 3.884 0.463
H -0.112 -2.865 4.432 0.473
O -0.544 -2.476 3.651 -1.008
H -1.125 -1.379 -4.525 0.496
H -1.401 -0.678 -3.028 0.494
O -1.335 -0.526 -3.973 -0.996
H -3.481 -1.061 1.304 0.390
H -3.200 -1.885 2.531 0.406
O -2.777 -1.263 1.920 -1.285
H 1.201 4.307 1.605 0.480
H 0.050 3.336 1.797 0.519
O 1.028 3.389 1.478 -1.008
H 0.733 -2.224 -3.431 0.482
H 0.706 -3.696 -3.266 0.463
O 0.122 -2.916 -3.221 -0.947
H 0.130 -4.046 2.698 0.492
H 0.121 -4.090 1.110 0.480
O 0.577 -3.842 1.930 -0.975
H -3.307 -3.224 -1.141 0.458
H -1.963 -3.547 -1.767 0.471
O -2.400 -2.955 -1.157 -1.012
H -1.269 1.772 -0.352 0.498
H -0.027 1.797 0.301 0.475
O -0.626 1.141 -0.079 -0.976
H -1.192 2.272 -4.139 0.481
H -1.053 1.777 -2.680 0.475
O -1.003 2.559 -3.245 -0.954
H -2.116 3.776 0.810 0.491
H -2.211 2.616 1.830 0.484
O -1.771 3.449 1.692 -0.995
H 3.178 -1.017 3.412 0.467
H 2.820 -2.023 2.549 0.455
O 2.329 -1.467 3.191 -0.919
H -3.362 1.063 -0.976 0.443
H -4.059 2.342 -0.651 0.467
O -3.171 1.990 -0.823 -1.070
```

As for the HOMO energy (spin up / spin down): -2.54 / -9.49 eV. The calculation puts the relative energy (zero: lowest compared OMol25 entry of this formula, charge and spin) at 12.9 kJ/mol. Its multiplicity is 2. The charge is 0. The HOMO-LUMO gap (spin up / spin down) is 2.76 / 9.54 eV. As for the expectation value of S²: 0.75. The total energy comes out at -1337.3053 a.u. For the lowest unoccupied orbital energy (spin up / spin down), the calculation gives 0.23 / 0.05 eV. The calculation puts the molecular weight at 337.34 g mol⁻¹.


# 3
DFT (ωB97M-V with the def2-TZVPD basis set) results for 14 unconnected molecules or ions with the total composition C4H38N2O13 at a distorted geometry.

XYZ file:
```
57
Properties=species:S:1:pos:R:3:nbo_charge:R:1
C 2.874 -1.302 -0.640 -0.224
C 2.919 -0.074 0.315 -0.392
C 3.631 1.163 -0.248 -0.427
C 3.467 2.563 0.371 -0.205
N 2.056 2.992 0.440 -0.895
N 1.945 -1.239 -1.737 -0.856
H 3.890 -1.455 -1.147 0.193
H 2.830 -2.230 -0.032 0.193
H 1.916 0.140 0.553 0.137
H 3.399 -0.412 1.250 0.216
H 3.332 1.290 -1.272 0.209
H 4.721 0.965 -0.369 0.219
H 3.855 2.718 1.343 0.178
H 3.987 3.257 -0.411 0.189
H 1.913 3.879 0.890 0.377
H 1.451 2.280 0.882 0.376
H 1.155 -0.621 -1.485 0.362
H 2.304 -0.658 -2.497 0.376
H 0.154 -4.622 -2.127 0.476
H 0.534 -3.141 -1.856 0.492
O -0.175 -3.733 -2.146 -0.973
H -0.769 -0.570 -4.529 0.478
H -1.173 0.887 -4.182 0.477
O -0.523 0.333 -4.664 -0.953
H -2.465 2.380 3.846 0.473
H -1.894 1.064 4.399 0.471
O -2.693 1.591 4.303 -0.943
H -2.355 0.941 -1.474 0.516
H -0.975 1.598 -1.102 0.487
O -1.780 1.246 -0.760 -1.016
H 0.978 -0.497 1.272 0.459
H 0.297 0.175 2.498 0.513
O 0.309 -0.611 1.931 -0.974
H -2.677 1.384 1.907 0.498
H -2.140 2.362 0.862 0.512
O -2.491 2.308 1.764 -0.969
H -3.523 -2.446 -0.463 0.502
H -2.627 -3.128 -1.543 0.501
O -3.449 -2.598 -1.413 -0.986
H 1.387 2.178 -2.655 0.492
H 1.235 1.929 -1.118 0.488
O 1.012 1.552 -1.963 -0.993
H -0.772 -1.203 0.582 0.492
H -0.865 -1.723 -0.825 0.480
O -1.306 -1.797 0.049 -0.977
H 0.602 -3.836 3.295 0.456
H -0.509 -3.058 2.719 0.479
O -0.381 -3.864 3.307 -0.935
H -2.887 -1.368 0.866 0.492
H -4.358 -1.160 1.132 0.466
O -3.662 -1.817 1.275 -0.950
H -3.505 -1.029 -2.085 0.523
H -4.083 0.107 -3.161 0.485
O -3.396 -0.212 -2.601 -1.031
H -0.920 2.372 2.399 0.500
H 0.204 2.687 3.396 0.479
O -0.007 2.059 2.657 -1.014
```

As for the HOMO energy: -10.02 eV. The calculation puts the relative energy (zero: lowest compared OMol25 entry of this formula, charge and spin) at 147.1 kJ/mol. The charge is 0. The HOMO-LUMO gap is 10.01 eV. The total energy comes out at -1262.8057 a.u. For the lowest unoccupied orbital energy, the calculation gives 0.00 eV. The calculation puts the molecular weight at 322.35 g mol⁻¹.